142
Properties=species:S:1:pos:R:3:forces:R:3 method="wB97M-V/def2-TZVPD" e_tot_ha=-10184.11947 largest_force_ha_per_bohr=0.0887 total_charge=-1 orbital_gap_ev=6.9 multiplicity=1
Br 4.956005 2.757845 3.788251 0.211 -0.065 -0.241
S -0.806584 -2.801485 0.280284 4.094 -2.007 -0.140
S -5.286930 -10.553147 3.580800 0.014 0.098 0.064
S 0.157363 0.434947 4.808148 -0.631 0.274 0.087
S -2.862134 6.044564 -5.229326 0.066 0.223 -0.031
S -6.383928 8.295968 -5.398120 -0.067 0.032 0.150
S 9.816785 2.496948 0.101076 -0.130 0.040 0.249
S 1.669043 6.237067 -2.168311 0.041 0.101 0.044
S -2.057296 -8.673797 0.671053 -0.111 0.132 0.005
S 2.950943 -6.418114 -0.252096 -0.244 0.104 -0.081
S 6.614698 4.310232 -0.999405 0.292 0.350 0.007
P 0.242171 -0.916772 0.949612 0.876 3.898 -1.434
F -2.928186 -0.858122 3.545136 0.273 1.770 -0.791
F -4.738366 -1.891511 4.093950 -1.895 0.510 -0.246
F -4.582005 -3.773842 1.139382 -0.443 -1.338 -0.272
F -2.913376 -2.360191 5.005772 0.585 -0.465 1.154
F -3.817669 -4.181988 3.343577 -0.648 -0.730 0.073
F -4.305045 -1.734074 1.407951 0.079 1.431 0.143
F -3.051413 -1.924972 -0.656459 -0.223 1.683 -0.348
F -2.900756 -3.987587 -0.538285 0.052 -1.580 0.019
F -1.871654 -3.438417 3.007178 1.181 0.169 -0.574
O -2.383009 6.004907 -3.816806 0.074 -0.121 -0.120
O -5.201464 -10.638188 2.098914 0.028 -0.079 0.088
O 9.680270 3.688819 -0.780418 0.123 -0.174 -0.153
O 0.057761 -1.186870 2.635677 0.011 -0.129 -0.596
O 4.177940 -5.731144 -0.739014 0.132 -0.100 0.082
O -5.550141 7.255284 -6.050082 -0.159 -0.006 -0.166
O 1.141117 5.298895 -1.147428 0.030 0.038 -0.052
O -1.194960 -9.597567 -0.120132 -0.007 -0.011 -0.007
O -0.192445 -3.945893 0.952972 -2.051 -0.346 1.479
O 1.992416 -1.984439 6.193584 -0.144 -0.590 0.789
O 2.507032 -1.077784 5.245969 0.492 0.045 -0.418
O 1.150786 0.547547 1.229507 0.775 -0.602 -0.208
O -0.375747 -2.944515 -1.093366 -1.353 1.103 -1.581
O 6.160207 3.350681 0.042345 -0.129 -0.086 -0.171
N 1.701644 -1.915580 0.789310 -0.400 -0.373 0.535
N -4.920706 2.421411 2.059461 0.697 -0.002 0.265
C -3.689841 -9.981964 4.182354 0.114 -0.022 0.024
C 0.345122 7.372248 -2.608467 -0.182 -0.018 -0.058
C -5.731845 9.892806 -5.907981 0.023 0.097 -0.093
C -3.450065 2.633339 1.826463 -0.778 0.334 0.231
C -3.466409 -1.986988 3.859460 1.238 -1.587 0.012
C -3.034190 1.412842 -0.390824 0.229 -0.038 0.425
C 9.300504 1.061462 -0.848911 0.037 -0.063 -0.142
C -7.917192 8.414692 -6.332785 -0.067 0.056 -0.110
C -3.703986 -8.724392 -0.047323 -0.079 -0.091 -0.184
C 6.633582 3.428606 -2.567264 -0.150 -0.090 -0.100
C -3.627212 -2.886207 1.391362 -0.082 0.140 -0.001
C 2.661400 3.462571 2.317709 -0.291 -0.101 0.101
C -1.677554 -7.001099 0.144802 0.079 0.015 -0.055
C -3.134592 -3.136131 2.848160 -0.733 0.218 0.874
C 1.686697 5.360139 -3.739586 -0.085 -0.085 -0.149
C -3.692211 4.487673 -5.552565 0.002 -0.168 -0.003
C 11.565752 2.072489 0.148759 0.113 -0.065 -0.114
C -1.434603 5.716940 -6.281221 0.116 -0.190 0.028
C 0.956603 -0.475559 3.390628 0.475 0.045 1.019
C 3.622218 2.290502 2.374088 -0.276 0.372 0.701
C -1.331969 0.173342 0.891314 0.560 -0.437 0.434
C 2.682208 -5.902777 1.446543 0.084 0.115 0.129
C 5.239679 5.391646 -1.431485 -0.258 -0.154 -0.006
C 3.018408 0.937654 2.805721 0.426 0.615 -0.423
C -2.654887 -2.881345 0.159432 -0.178 -0.636 0.052
C 1.980152 -1.477930 3.989854 0.116 0.371 -0.085
C 1.548625 0.751260 2.539794 -1.539 -0.962 0.357
C -3.114160 2.762696 0.360320 0.320 -0.805 -0.867
C -5.134493 -12.227592 4.221764 0.065 -0.124 0.012
C -1.587365 0.847712 -0.445529 -1.562 -0.211 0.306
C 3.410004 -8.119073 0.121684 0.079 -0.079 0.137
H -2.894000 -10.603168 3.771155 -0.048 -0.014 -0.072
H 3.194900 0.825770 3.870307 -0.142 -0.024 0.206
H -3.175647 3.564070 2.317919 0.055 0.120 0.141
H 11.695334 1.133395 0.686968 -0.032 0.010 0.024
H 4.197759 2.232810 1.464694 0.259 -0.074 -0.150
H -1.117807 0.987747 1.572523 0.046 -0.079 0.552
H 9.834470 1.036651 -1.800022 0.031 0.054 0.018
H 2.414770 -4.845156 1.437926 -0.106 -0.028 -0.116
H 3.607261 0.167972 2.314221 -0.043 -0.273 -0.071
H 5.534402 6.018252 -2.274255 0.063 -0.010 0.027
H 1.954046 6.053145 -4.538699 0.021 0.017 0.025
H -4.330486 -7.971137 0.430408 0.024 -0.009 0.048
H 1.500487 -2.440936 4.091377 -0.222 -0.141 0.021
H -2.156538 3.261207 0.218000 0.139 0.193 0.186
H -6.390046 10.684206 -5.548997 -0.005 -0.022 0.031
H -0.729250 -0.442736 5.324223 0.354 -0.253 -0.317
H -0.752449 6.561764 -6.199570 -0.057 0.031 0.041
H 1.929227 3.393436 3.116399 -0.121 -0.018 0.152
H -2.371110 -6.304537 0.614124 0.015 -0.012 0.033
H -1.509041 0.149215 -1.275169 0.210 -0.094 -0.147
H 0.406984 -0.600214 -0.440608 -0.363 -0.580 -0.044
H 11.952772 1.983951 -0.866944 -0.044 0.023 -0.017
H -8.505390 9.253449 -5.959822 0.012 -0.011 0.033
H -6.020237 -12.785818 3.925632 -0.026 0.061 -0.032
H 6.861253 4.127592 -3.372162 0.041 0.017 0.033
H -4.745395 10.011159 -5.464624 -0.011 -0.074 0.041
H -2.920142 1.829776 2.330395 0.430 0.022 -0.181
H -1.754837 -6.938466 -0.940438 -0.002 -0.020 -0.004
H 0.133867 8.000150 -1.744666 0.098 -0.040 0.046
H 3.653413 -8.618029 -0.814163 -0.031 0.062 -0.036
H -4.245963 -12.701668 3.804435 0.005 0.052 -0.043
H 0.914792 1.572633 2.865840 0.557 0.579 0.426
H -3.644567 0.713253 0.182183 -0.169 -0.223 -0.189
H -7.694136 8.548522 -7.391627 0.060 -0.016 0.016
H -0.662928 -6.753403 0.449365 -0.017 0.012 0.040
H 1.976177 -1.827065 -0.176807 0.085 -0.077 -0.122
H 9.502821 0.156528 -0.276478 -0.027 0.018 0.036
H 1.595835 -1.403869 6.855019 -0.120 0.280 -0.114
H 12.092345 2.867631 0.672317 -0.073 0.035 0.016
H -3.949295 4.430196 -6.610052 -0.031 0.069 0.010
H 2.432001 4.568677 -3.679354 0.004 0.020 0.069
H -0.552321 6.815785 -2.886080 0.043 -0.043 0.035
H 0.671624 7.998221 -3.440914 0.068 0.003 0.024
H -8.471936 7.489818 -6.190208 0.054 -0.023 0.052
H -5.071497 -12.194292 5.309563 -0.019 0.034 -0.002
H -5.652208 9.928725 -6.994834 -0.011 -0.065 0.003
H -3.678362 -10.025379 5.271816 -0.059 0.008 0.000
H 2.567925 -8.624867 0.595026 -0.036 0.018 -0.043
H 3.161654 4.411052 2.459156 0.273 0.133 -0.219
H -3.546990 -8.952807 3.859529 -0.071 -0.008 -0.054
H 1.862782 -6.480756 1.874572 -0.042 0.027 -0.050
H 5.664574 2.956381 -2.736214 -0.013 0.011 0.063
H -0.930935 4.806479 -5.952428 -0.029 0.003 0.017
H 4.356810 4.804512 -1.689478 0.001 -0.033 0.080
H -3.850924 3.369782 -0.146717 -0.358 0.400 0.179
H -3.490955 1.449349 -1.376378 0.067 0.310 -0.228
H 7.408635 2.668599 -2.518757 0.065 0.066 0.039
H 3.596119 -6.051019 2.024355 0.036 -0.043 -0.071
H 2.465220 -1.573027 1.353593 -0.035 -0.043 0.127
H -1.764190 5.613793 -7.315092 -0.028 0.024 0.006
H 2.855217 -1.615460 3.362074 -0.008 0.038 -0.336
H 0.703577 4.925327 -3.924792 -0.016 0.029 0.095
H -3.641973 -8.539161 -1.120500 0.126 0.059 0.018
H -5.108090 2.890499 2.938480 -0.299 0.091 -0.016
H -5.021989 1.443452 2.308086 -0.266 -0.126 -0.231
H 5.019187 6.020872 -0.571788 0.018 -0.040 0.035
H 2.124292 3.485176 1.371501 -0.067 -0.097 -0.129
H 4.279568 -8.130306 0.780343 0.006 0.063 -0.009
H -3.042385 3.658336 -5.272041 0.045 0.046 0.045
H -4.127459 -9.709593 0.130739 0.041 0.008 0.128
H -0.922342 1.693301 -0.589838 0.421 -0.135 -0.177
H -2.229045 -0.312732 1.282518 -0.027 -0.087 -0.181
H 8.230527 1.143830 -1.028340 -0.021 0.035 0.130
H -4.600456 4.460444 -4.954849 0.011 0.102 -0.002